Molecular formula: C35H46NORhSSbSi
Method: DFT, the ωB97M-V functional and the def2-TZVPD basis

Structure (XYZ):
```
87
C35H46NORhSSbSi the ωB97M-V functional and the def2-TZVPD basis
Rh 0.2626 0.1719 -0.5337
O 0.0531 -2.0016 -0.6664
N 0.7574 -2.3075 -1.7785
C 0.3794 -3.4578 -2.4452
C 1.2181 -4.0954 -3.2979
C 2.5423 -3.6348 -3.4900
C 2.9560 -2.5151 -2.7609
C 2.0990 -1.8601 -1.9165
S 2.5488 -0.4218 -1.0655
H -0.6284 -3.7705 -2.2274
H 0.8584 -4.9613 -3.8345
H 3.2069 -4.1177 -4.1823
H 3.9524 -2.1195 -2.8793
C 0.2256 0.1298 6.8055
C -0.7931 0.5227 5.9527
C -0.6662 0.3164 4.5904
C 0.4714 -0.2844 4.0787
C 1.4792 -0.6895 4.9339
C 1.3587 -0.4796 6.2954
Sb 0.5412 -0.6936 1.9586
C -0.8874 -2.2709 2.0993
C -0.7030 -3.3451 2.9567
C -1.6632 -4.3389 3.0282
C -2.8088 -4.2577 2.2550
C -2.9993 -3.1755 1.4111
C -2.0397 -2.1844 1.3351
C 2.4136 -1.7430 1.8920
C 2.4883 -3.0283 1.3809
C 3.7223 -3.6166 1.1660
C 4.8843 -2.9227 1.4573
C 4.8129 -1.6365 1.9650
C 3.5810 -1.0416 2.1702
H 0.1331 0.2958 7.8705
H -1.6797 0.9953 6.3497
H -1.4635 0.6139 3.9213
H 2.3586 -1.1779 4.5354
H 2.1555 -0.7868 6.9603
H 0.1938 -3.4027 3.5611
H -1.5176 -5.1877 3.6843
H -3.5557 -5.0389 2.3084
H -3.8913 -3.1057 0.8043
H -2.1579 -1.3487 0.6558
H 1.5775 -3.5537 1.1205
H 3.7758 -4.6122 0.7491
H 5.8476 -3.3784 1.2752
H 5.7168 -1.0844 2.1777
H 3.5244 -0.0194 2.5297
C -3.4413 0.7117 -1.1498
C -2.7187 2.0447 -0.9190
C -3.5330 3.1775 -1.5378
C -2.6595 2.2473 0.5954
Si -0.8443 1.9649 -1.6341
C -0.7841 1.7348 -3.6129
C -1.0388 3.0431 -4.3571
C -1.8338 0.7130 -4.0477
C 0.5780 1.1643 -4.0210
C 0.2909 3.4837 -0.9859
C -0.4581 4.8095 -1.0520
C 0.7425 3.2278 0.4570
C 1.5706 3.5899 -1.8136
H -4.2701 0.6149 -0.4454
H -2.7627 -0.1308 -0.9999
H -3.8518 0.6296 -2.1515
H -4.5488 3.1760 -1.1373
H -3.6052 3.0715 -2.6169
H -3.0873 4.1449 -1.3218
H -3.6705 2.2493 1.0092
H -2.1851 3.1891 0.8593
H -2.0986 1.4337 1.0664
H -2.0106 3.4605 -4.1002
H -1.0230 2.8647 -5.4337
H -0.2765 3.7852 -4.1338
H -2.8420 1.0827 -3.8849
H -1.7037 -0.2236 -3.5069
H -1.7257 0.5065 -5.1138
H 1.3846 1.8741 -3.8690
H 0.5630 0.8930 -5.0776
H 0.8013 0.2630 -3.4443
H -1.2640 4.8385 -0.3228
H -0.8742 4.9803 -2.0421
H 0.2216 5.6325 -0.8260
H -0.0934 3.1057 1.1413
H 1.3476 4.0667 0.8052
H 1.3637 2.3232 0.4993
H 1.3710 3.8826 -2.8400
H 2.1103 2.6434 -1.8104
H 2.2219 4.3488 -1.3773
```

HOMO-LUMO gap (spin up / spin down)	6.26 / 6.27	eV
largest force on an atom	3.39	eV Å⁻¹
expectation value of S²	1.17
E_HOMO (spin up / spin down)	-7.09 / -6.75	eV
spin multiplicity	2